No. 1
94
Properties=species:S:1:pos:R:3:forces:R:3 method="wB97M-V/def2-TZVPD" homo_lumo_gap_ev=5.83 fmax_ha_per_bohr=0.095 total_charge=+1 e_lumo_ev=-4.42 homo_ev=-10.253
C 6.190 -1.239 1.637 0.3 0.5 -0.9
C 5.842 0.238 1.910 0.0 -1.8 -0.7
O 6.505 0.830 2.697 0.1 1.0 1.1
N 4.763 0.778 1.145 0.9 0.9 0.2
C 5.288 0.964 -0.242 -1.0 -1.2 -0.5
C 4.226 2.008 1.725 -1.0 1.0 0.6
C 2.669 2.057 1.698 0.9 0.0 -0.6
C 2.112 2.404 0.281 0.4 -0.7 1.0
C 0.645 1.892 0.144 0.3 0.4 0.1
C 0.306 1.158 -1.201 0.1 -1.2 0.2
C 0.456 2.262 -2.293 0.4 0.2 -0.8
C 1.898 2.529 -2.813 0.6 1.0 0.6
C 1.992 2.955 -4.252 0.0 0.3 1.1
F 3.208 2.808 -4.814 0.0 -1.3 -0.2
C 1.055 3.479 -5.026 0.7 -0.8 -0.3
F 0.159 4.360 -4.678 -1.2 -0.4 0.2
F 0.973 3.093 -6.292 0.1 1.2 -0.7
C 1.240 -0.125 -1.211 0.3 0.7 0.8
C 0.459 -1.548 -1.228 4.6 1.5 -0.5
C 1.077 -2.484 -2.349 -1.6 -1.0 -0.6
N 1.156 -3.901 -1.907 0.8 0.2 -0.8
C 1.139 -2.113 0.048 0.4 -1.1 1.3
Br 3.108 -2.306 -0.097 -1.0 0.3 -0.6
C 0.716 -2.432 1.266 -1.1 -0.1 0.2
C -0.731 -2.215 1.677 0.6 0.4 1.4
Br 1.815 -3.114 2.703 -0.6 0.3 -0.7
N -0.921 -1.093 -1.455 -1.5 0.5 -0.1
C -2.090 -1.984 -1.116 -0.8 -0.8 1.0
B -1.865 -3.566 -1.267 0.4 -1.9 -0.6
O -1.564 -4.147 -2.514 -0.7 1.3 -0.1
O -2.057 -4.490 -0.259 0.6 1.4 0.3
P -1.453 -0.789 -3.254 0.5 -2.8 -2.1
P 0.110 -0.357 -4.720 2.5 -0.5 -3.0
O 1.501 -0.127 -4.304 -0.3 0.1 1.1
O 0.155 -1.543 -5.852 -0.6 0.6 0.7
O -0.497 0.893 -5.533 -0.6 -1.1 0.8
C -1.096 0.408 -1.093 -0.9 2.0 1.5
I -2.743 1.225 -2.581 -1.7 2.8 0.5
C -1.950 0.805 0.161 -0.4 -0.3 -0.1
C -2.537 2.255 0.121 0.9 -0.1 0.0
N -3.674 2.542 0.567 -0.2 -0.3 0.5
H 5.932 -1.883 2.484 -0.1 0.3 -0.1
H 7.279 -1.285 1.490 -0.3 0.0 0.2
H 5.739 -1.608 0.706 -0.1 0.0 0.4
H 4.660 0.350 -0.916 0.3 0.3 0.0
H 6.309 0.571 -0.346 -0.2 0.4 0.0
H 5.214 2.002 -0.583 0.3 -0.2 0.3
H 4.620 2.926 1.249 0.0 -0.4 0.0
H 4.492 2.117 2.786 0.3 -0.4 -0.4
H 2.348 1.048 2.007 -0.2 0.4 0.0
H 2.358 2.818 2.430 -0.2 -0.4 -0.1
H 2.810 1.928 -0.421 -0.4 0.2 0.0
H 2.184 3.496 0.190 -0.1 -0.3 -0.4
H 0.020 2.786 0.274 -0.1 -0.5 0.0
H 0.494 1.225 1.006 -0.2 0.1 -0.4
H -0.151 2.134 -3.200 0.0 -0.3 0.4
H 0.112 3.204 -1.838 -0.2 -0.3 -0.2
H 2.549 1.651 -2.706 -0.2 0.2 -0.3
H 2.379 3.319 -2.211 -0.1 -0.4 0.0
H 2.160 -0.145 -1.802 -0.7 0.2 -0.5
H 1.639 -0.042 -0.192 0.0 -0.3 -0.4
H 2.030 -2.089 -2.701 -0.2 0.0 0.3
H 0.420 -2.554 -3.238 0.0 0.6 0.3
H 2.137 -4.158 -2.016 -0.1 -0.1 0.6
H 0.707 -4.492 -2.604 -0.3 0.2 0.2
H -1.403 -3.073 1.582 0.2 0.2 -0.4
H -0.723 -2.007 2.761 0.0 0.0 -0.4
H -1.081 -1.283 1.230 -0.2 -0.5 -0.1
H -2.962 -1.776 -1.767 0.5 0.3 0.1
H -2.488 -1.811 -0.113 0.5 0.2 -0.2
H -2.367 -4.569 -2.858 0.4 -0.4 0.0
H -1.183 -4.903 -0.132 -0.5 -0.5 0.0
H -1.946 -2.035 -3.802 0.9 0.1 0.0
H 1.089 -1.721 -6.061 -0.2 0.0 0.1
H -0.247 0.823 -6.471 -0.1 0.2 0.1
H -1.456 0.654 1.128 0.1 0.2 -0.3
H -2.884 0.220 0.212 0.5 -0.1 -0.1
H -1.941 3.097 -0.251 0.1 -0.4 0.0
H -4.115 1.686 0.918 -0.3 0.2 -0.1
C -5.002 -1.341 7.040 0.2 0.3 0.0
C -6.073 -1.494 5.979 0.2 -0.4 0.3
O -6.522 -0.218 5.499 0.0 0.0 -0.2
C -5.717 0.390 4.634 -0.1 0.1 0.2
O -4.667 -0.034 4.213 -0.1 0.0 -0.1
O -6.261 1.567 4.315 0.1 -0.2 0.0
C -5.448 2.365 3.457 0.0 0.4 -0.1
H -5.350 -0.687 7.841 -0.1 -0.1 0.0
H -4.739 -2.311 7.462 -0.1 0.0 0.0
H -4.100 -0.890 6.627 0.0 -0.1 -0.1
H -6.946 -1.982 6.409 -0.1 0.2 -0.1
H -5.731 -2.115 5.150 0.1 0.2 -0.1
H -5.155 1.810 2.572 0.0 -0.1 0.1
H -4.570 2.719 3.995 0.1 -0.1 -0.1
H -6.038 3.225 3.149 -0.1 -0.1 0.1

---

No. 2
45
Properties=species:S:1:pos:R:3:forces:R:3 method="wB97M-V/def2-TZVPD" homo_lumo_gap_ev=9.94 fmax_ha_per_bohr=0.096 e_lumo_ev=0.64 smiles="CN(C)C(=O)CCOC=O.CC(C)O.CC(C)O" homo_ev=-9.296
C 2.665 -0.178 0.279 0.1 -1.2 0.1
N 1.721 1.001 0.155 0.8 -0.4 -0.2
C 2.501 2.181 0.627 0.5 1.9 0.4
C 1.275 1.149 -1.243 2.4 1.1 -3.3
O 2.051 1.646 -2.117 -2.9 -1.5 3.2
C -0.155 0.665 -1.793 -0.5 0.7 1.5
C -1.176 0.205 -0.653 -0.3 -1.2 -1.2
O -1.630 1.333 0.187 -2.5 -0.9 -1.0
C -3.047 1.178 0.313 -1.2 -2.7 2.2
O -3.591 0.176 0.842 2.5 3.6 -2.2
H 2.110 -1.182 0.194 0.7 1.5 -0.1
H 3.501 -0.151 -0.495 -1.0 0.0 0.9
H 3.166 -0.196 1.314 -1.0 0.3 -1.6
H 1.809 3.081 0.819 0.9 -1.4 -0.5
H 3.033 1.996 1.634 -1.1 -0.2 -1.6
H 3.319 2.530 -0.099 -1.2 -0.7 0.8
H -0.054 -0.152 -2.579 0.1 1.0 1.2
H -0.640 1.568 -2.325 1.0 -1.3 0.8
H -2.123 -0.167 -1.200 1.7 0.3 0.7
H -0.787 -0.671 -0.026 -0.4 1.5 -0.7
H -3.749 2.000 -0.065 1.6 -0.6 0.4
C 6.136 -2.899 -1.636 -0.2 0.0 -0.2
C 6.807 -1.632 -1.129 0.1 -0.6 0.4
C 8.228 -1.907 -0.663 0.2 0.2 0.0
O 6.049 -1.093 -0.048 -0.2 0.3 0.0
H 6.071 -3.650 -0.842 0.1 0.0 0.0
H 5.112 -2.689 -1.957 0.1 0.0 0.0
H 6.686 -3.327 -2.478 0.0 0.0 0.1
H 6.820 -0.880 -1.923 -0.1 0.1 0.2
H 8.236 -2.624 0.164 -0.1 -0.1 -0.1
H 8.694 -0.991 -0.291 -0.1 0.0 -0.1
H 8.841 -2.306 -1.475 0.0 0.0 0.1
H 6.031 -1.751 0.661 0.0 0.1 -0.1
C -8.684 -0.108 0.843 -0.2 0.0 -0.3
C -7.993 1.158 1.324 0.1 -0.6 0.5
C -6.566 0.876 1.767 0.1 0.2 -0.2
O -8.728 1.714 2.413 -0.2 0.3 -0.1
H -8.741 -0.851 1.645 0.2 0.0 0.0
H -9.712 0.107 0.539 0.1 0.0 0.0
H -8.154 -0.550 -0.004 0.0 0.0 0.1
H -7.989 1.902 0.522 -0.1 0.1 0.2
H -6.549 0.167 2.601 0.0 -0.1 -0.1
H -6.086 1.792 2.121 0.0 0.0 -0.1
H -5.973 0.464 0.948 0.0 0.0 0.2
H -8.738 1.064 3.128 0.0 0.1 -0.2

---

no.,electronic energy (eV)
1,-227676.5541
2,-24606.5886